# 1
{
  "formula": "C3H12NO",
  "method": "wB97M-V/def2-TZVPD",
  "s_squared": 0.75,
  "e_above_lowest_kcal_mol": 9.7,
  "e_tot_ev": -6839.9896,
  "orbital_gap_ev": [4.2, 12.7],
  "molar_mass_da": 78.13,
  "total_charge": 0,
  "lumo_ev": [1.05, 0.74],
  "multiplicity": 2,
  "symbols": ["C", "C", "C", "N", "H", "H", "H", "H", "H", "H", "H", "H", "H", "H", "H", "H", "O"],
  "coordinates": [[-0.413, -0.577, 0.428], [-0.796, -0.967, -0.971], [-0.483, -2.428, -1.288], [-0.464, 0.944, 0.627], [-1.106, -0.995, 1.135], [0.577, -0.872, 0.760], [-0.304, -0.305, -1.695], [-1.828, -0.782, -1.267], [0.562, -2.665, -1.065], [-1.116, -3.087, -0.700], [-0.575, -2.649, -2.346], [0.460, 1.315, 0.946], [-0.891, 1.326, -0.229], [-1.145, 1.200, 1.379], [1.641, 3.066, 0.284], [2.319, 2.847, 1.624], [1.827, 2.372, 0.940]]
}

---

# 2
{
  "formula": "C3H12NO",
  "method": "wB97M-V/def2-TZVPD",
  "e_above_lowest_kcal_mol": 54.3,
  "e_tot_ev": -6835.0618,
  "orbital_gap_ev": 11.8,
  "molar_mass_da": 78.13,
  "total_charge": 1,
  "lumo_ev": -3.35,
  "symbols": ["C", "C", "N", "C", "H", "H", "H", "H", "H", "H", "H", "H", "H", "H", "H", "H", "O"],
  "coordinates": [[-0.629, -0.768, 1.191], [-0.117, -1.248, -0.115], [0.726, -0.074, -0.784], [2.168, -0.052, -0.379], [-0.603, 0.378, 1.364], [-1.710, -1.043, 1.367], [-0.141, -1.061, 2.091], [0.485, -2.233, 0.310], [-0.896, -1.455, -0.989], [0.159, 0.754, -0.585], [0.638, -0.114, -1.737], [2.866, -0.523, -0.984], [2.145, -0.423, 0.682], [2.523, 1.047, -0.230], [-2.414, 1.682, -0.917], [-2.996, 2.832, -0.048], [-2.203, 2.302, -0.237]]
}

---

# 3
{
  "formula": "C3H12NO",
  "method": "wB97M-V/def2-TZVPD",
  "e_above_lowest_kcal_mol": 54.9,
  "e_tot_ev": -6835.0335,
  "orbital_gap_ev": 11.4,
  "molar_mass_da": 78.14,
  "total_charge": 1,
  "lumo_ev": -3.46,
  "symbols": ["C", "N", "H", "H", "H", "H", "H", "H", "C", "O", "C", "H", "H", "H", "H", "H", "H"],
  "coordinates": [[-1.708, 0.994, -1.798], [-0.268, 0.438, -1.903], [-2.128, 0.849, -2.796], [-2.260, 0.234, -1.022], [-1.724, 2.037, -1.590], [0.359, 1.068, -2.617], [-0.442, -0.370, -2.493], [0.365, 0.290, -0.997], [0.213, -0.550, 1.187], [0.997, 0.437, 0.409], [0.843, -1.354, 2.378], [-0.652, 0.024, 1.564], [-0.137, -1.309, 0.333], [1.287, 1.084, 1.105], [1.706, -0.926, 2.969], [0.177, -1.854, 3.183], [1.272, -2.222, 1.807]]
}

---

# 4
{
  "formula": "C3H12NO",
  "method": "wB97M-V/def2-TZVPD",
  "e_above_lowest_kcal_mol": 121.2,
  "e_tot_ev": -6832.1592,
  "orbital_gap_ev": 5.2,
  "molar_mass_da": 78.13,
  "total_charge": 1,
  "lumo_ev": -8.18,
  "symbols": ["C", "C", "C", "N", "H", "H", "H", "H", "H", "H", "H", "H", "H", "H", "H", "H", "O"],
  "coordinates": [[0.826, -0.619, -0.841], [0.377, 0.285, 0.103], [0.291, 0.099, 1.467], [-2.426, 1.138, -1.116], [1.181, -1.599, -0.531], [17.778, 1.530, -0.587], [1.008, -0.276, -1.852], [0.091, 1.266, -0.270], [0.750, -0.767, 1.943], [17.790, 1.210, -1.267], [0.129, 0.983, 2.076], [-2.860, 0.766, -0.280], [-2.315, 0.339, -1.727], [-3.004, 1.837, -1.561], [-2.510, -1.843, 1.306], [-1.388, -0.866, 0.903], [-2.277, -1.131, 0.692]]
}

---

# 5
{
  "formula": "C3H12NO",
  "method": "wB97M-V/def2-TZVPD",
  "e_above_lowest_kcal_mol": 40.4,
  "e_tot_ev": -6835.6608,
  "orbital_gap_ev": 10.9,
  "molar_mass_da": 78.13,
  "total_charge": 1,
  "lumo_ev": -3.42,
  "symbols": ["C", "O", "H", "H", "H", "H", "C", "C", "N", "H", "H", "H", "H", "H", "H", "H", "H"],
  "coordinates": [[2.301, 1.148, -1.673], [0.884, 1.353, -1.875], [2.500, 0.418, -0.884], [3.073, 1.926, -1.479], [2.619, 0.729, -2.611], [0.619, 2.272, -1.979], [-1.307, -0.691, 2.181], [-0.828, -1.335, 0.861], [-0.985, -0.247, -0.272], [-0.575, -0.018, 2.626], [-1.449, -1.504, 2.901], [-2.236, -0.178, 2.001], [-1.573, -2.152, 0.506], [0.193, -1.695, 0.895], [-1.975, -0.252, -0.562], [-0.956, 0.566, 0.387], [-0.305, -0.341, -1.022]]
}

---

# 6
{
  "formula": "C3H12NO",
  "method": "wB97M-V/def2-TZVPD",
  "s_squared": 0.75,
  "e_above_lowest_kcal_mol": 11.1,
  "e_tot_ev": -6821.5950,
  "orbital_gap_ev": [11.6, 5.0],
  "molar_mass_da": 78.13,
  "total_charge": 2,
  "lumo_ev": [-8.25, -14.81],
  "multiplicity": 2,
  "symbols": ["C", "C", "N", "H", "H", "H", "H", "H", "H", "H", "H", "C", "O", "H", "H", "H", "H"],
  "coordinates": [[-1.507, -0.872, 0.507], [-1.695, -1.939, -0.543], [-0.081, -0.884, 1.056], [-1.771, 0.127, 0.166], [-2.228, -0.928, 1.322], [-1.018, -1.763, -1.395], [-2.640, -1.779, -1.056], [-0.099, -0.772, 2.071], [0.313, -1.780, 0.759], [0.477, -0.128, 0.637], [-1.439, -2.935, -0.193], [2.253, 2.417, -0.378], [1.332, 1.383, -0.499], [0.617, 1.796, -1.044], [2.564, 2.622, -1.458], [3.172, 2.086, 0.099], [1.751, 3.348, -0.050]]
}

---

# 7
{
  "formula": "C3H12NO",
  "method": "wB97M-V/def2-TZVPD",
  "s_squared": 0.75,
  "e_above_lowest_kcal_mol": 15.0,
  "e_tot_ev": -6821.4246,
  "orbital_gap_ev": [12.2, 5.5],
  "molar_mass_da": 78.13,
  "total_charge": 2,
  "lumo_ev": [-8.16, -14.82],
  "multiplicity": 2,
  "symbols": ["C", "C", "N", "H", "H", "H", "H", "H", "H", "H", "H", "C", "O", "H", "H", "H", "H"],
  "coordinates": [[-0.615, 0.694, 0.820], [-1.623, 1.740, 1.206], [-1.168, -0.229, -0.293], [0.329, 1.072, 0.421], [-0.294, 0.074, 1.635], [-1.640, 1.956, 2.277], [-2.617, 1.276, 1.137], [-2.120, 0.023, -0.565], [-0.512, -0.168, -1.066], [-1.076, -1.210, -0.029], [-1.486, 2.657, 0.643], [1.988, -1.591, -1.232], [1.888, -0.723, -0.173], [2.718, -0.192, -0.137], [2.960, -2.161, -1.155], [2.179, -1.016, -2.194], [1.092, -2.201, -1.297]]
}

---

# 8
{
  "formula": "C3H12NO2",
  "method": "wB97M-V/def2-TZVPD",
  "s_squared": 0.75,
  "e_above_lowest_kcal_mol": 60.0,
  "e_tot_ev": -8886.4015,
  "orbital_gap_ev": [3.4, 10.4],
  "molar_mass_da": 94.13,
  "total_charge": 0,
  "lumo_ev": [0.15, 0.10],
  "multiplicity": 2,
  "symbols": ["C", "O", "C", "C", "N", "H", "H", "H", "H", "H", "H", "H", "H", "H", "H", "H", "H", "O"],
  "coordinates": [[0.778, -0.581, -0.299], [1.189, -0.016, 0.860], [-0.821, -0.554, -0.163], [-1.376, 0.651, 0.628], [-1.429, -1.816, 0.187], [1.069, -1.681, -0.508], [1.079, -0.118, -1.221], [1.901, 0.624, 0.633], [-1.109, -0.237, -1.168], [-0.604, 1.392, 0.368], [-2.391, 0.909, 0.262], [-1.341, 0.534, 1.723], [-2.302, -1.935, -0.354], [-1.601, -1.910, 1.226], [-0.920, -2.588, -0.016], [3.336, 2.467, -0.539], [1.994, 2.819, -0.789], [2.549, 2.041, -0.831]]
}

---

Copy entry 3 word for word.
{
  "formula": "C3H12NO",
  "method": "wB97M-V/def2-TZVPD",
  "e_above_lowest_kcal_mol": 54.9,
  "e_tot_ev": -6835.0335,
  "orbital_gap_ev": 11.4,
  "molar_mass_da": 78.14,
  "total_charge": 1,
  "lumo_ev": -3.46,
  "symbols": ["C", "N", "H", "H", "H", "H", "H", "H", "C", "O", "C", "H", "H", "H", "H", "H", "H"],
  "coordinates": [[-1.708, 0.994, -1.798], [-0.268, 0.438, -1.903], [-2.128, 0.849, -2.796], [-2.260, 0.234, -1.022], [-1.724, 2.037, -1.590], [0.359, 1.068, -2.617], [-0.442, -0.370, -2.493], [0.365, 0.290, -0.997], [0.213, -0.550, 1.187], [0.997, 0.437, 0.409], [0.843, -1.354, 2.378], [-0.652, 0.024, 1.564], [-0.137, -1.309, 0.333], [1.287, 1.084, 1.105], [1.706, -0.926, 2.969], [0.177, -1.854, 3.183], [1.272, -2.222, 1.807]]
}